61
Properties=species:S:1:pos:R:3:lowdin_charge:R:1 method="wB97M-V/def2-TZVPD" energy_ev=-32954.719 smiles="O=C(Nc1cccc2c1CCCC2)C1CCN(C(=O)NC2CCCCC2)CC1"
O -2.5344 -1.0707 1.8524 0.07
C -1.9345 -1.3504 0.8355 -0.45
N -2.4191 -1.1151 -0.4089 0.14
C -3.7093 -0.6008 -0.6900 -0.18
C -4.5479 -1.3605 -1.4951 -0.03
C -5.8161 -0.9041 -1.7955 -0.08
C -6.2392 0.3090 -1.2879 -0.05
C -5.4007 1.0902 -0.5023 -0.16
C -4.1112 0.6480 -0.2075 -0.09
C -3.1597 1.4858 0.5962 -0.14
C -3.5849 2.9466 0.6691 -0.19
C -5.0474 3.0184 1.0843 -0.20
C -5.9069 2.4249 -0.0244 -0.15
H -5.9176 3.1113 -0.8784 0.12
H -6.9405 2.3170 0.3132 0.12
H -5.1876 2.4497 2.0055 0.12
H -5.3479 4.0510 1.2732 0.11
H -3.4604 3.4220 -0.3070 0.12
H -2.9539 3.4762 1.3852 0.11
H -3.1080 1.0692 1.6069 0.11
H -2.1569 1.4022 0.1672 0.12
H -7.2346 0.6665 -1.5098 0.11
H -6.4730 -1.4966 -2.4144 0.10
H -4.2035 -2.3128 -1.8732 0.11
H -1.9631 -1.5713 -1.1846 0.13
C -0.5372 -1.9695 0.9073 -0.23
C 0.1122 -2.3853 -0.4108 -0.14
H 0.2202 -1.5243 -1.0748 0.13
H -0.4728 -3.1594 -0.9128 0.12
C 1.5162 -2.9353 -0.1348 -0.15
N 2.3392 -1.9591 0.5521 -0.06
C 3.0962 -1.1266 -0.2474 -0.52
O 3.1560 -1.2774 -1.4540 0.06
N 3.7886 -0.1412 0.4000 0.11
H 3.9505 -0.2364 1.3894 0.13
C 4.7826 0.6429 -0.3084 -0.33
C 4.7876 2.0750 0.2243 -0.16
C 5.8109 2.9186 -0.5302 -0.20
C 7.2030 2.3060 -0.4099 -0.21
C 7.2014 0.8747 -0.9381 -0.20
C 6.1797 0.0277 -0.1862 -0.15
H 6.4572 -0.0298 0.8707 0.12
H 6.1603 -0.9868 -0.5888 0.12
H 6.9495 0.8803 -2.0004 0.12
H 8.1954 0.4357 -0.8310 0.11
H 7.5102 2.3062 0.6388 0.11
H 7.9226 2.9075 -0.9686 0.11
H 5.5283 2.9699 -1.5836 0.12
H 5.8147 3.9359 -0.1334 0.11
H 5.0402 2.0611 1.2882 0.12
H 3.7907 2.5071 0.1206 0.12
H 4.4782 0.6349 -1.3596 0.15
C 1.7674 -1.5753 1.8251 -0.15
H 1.6898 -2.4791 2.4404 0.13
C 0.3768 -0.9675 1.6268 -0.11
H 0.4674 -0.0604 1.0239 0.13
H -0.0617 -0.7011 2.5888 0.12
H 2.4076 -0.8656 2.3479 0.11
H 1.4557 -3.8306 0.4923 0.13
H 2.0126 -3.1834 -1.0736 0.12
H -0.6359 -2.8535 1.5500 0.16


63
Properties=species:S:1:pos:R:3:lowdin_charge:R:1 method="wB97M-V/def2-TZVPD" energy_ev=-45811.899
C -9.1783 -0.1353 -0.6626 0.00
H -8.9255 0.9289 -0.6657 0.08
H -10.0566 -0.2261 -1.1945 0.03
H -9.1364 -0.5980 0.2244 0.02
C -8.1218 -0.9325 -1.7872 -0.01
C -6.8416 -0.5889 -1.0023 -0.40
C -6.1721 0.5274 -1.2090 -0.09
C -4.8713 0.9348 -0.9366 -0.02
C -4.3458 0.0372 -0.0027 -0.14
C -4.9545 -1.1932 0.4132 0.05
C -6.2849 -1.1949 -0.1283 -0.13
H -6.8676 -2.1994 0.0099 0.16
H -4.5412 -2.0290 1.0102 0.12
C -2.9786 0.3763 0.7109 -0.26
N -2.2653 1.3171 0.3187 0.18
C -1.2086 1.1309 1.3403 -0.19
C -1.2113 -0.1862 1.9437 -0.34
O -2.4734 -0.6271 1.6310 0.07
C -0.2504 -0.6182 2.7823 -0.02
H 0.6397 -0.6420 2.6002 -0.06
H -0.7150 -1.7656 2.8500 0.17
H -0.5149 -0.1601 3.9851 0.20
C -0.0320 2.2506 1.2538 -0.20
H 0.3579 2.3034 2.3562 0.11
H -0.3669 3.2555 0.5496 0.16
S 1.3828 1.5022 0.0495 1.03
O 1.9066 0.1722 0.8015 -0.59
C 2.5193 3.0424 0.3103 -0.19
C 3.7128 2.5821 -0.2808 -0.69
O 4.2938 3.3824 -1.1026 -0.03
N 4.3901 1.5713 -0.0888 0.06
C 5.5120 0.9356 -0.8574 -0.10
H 6.0472 1.8443 -1.2176 0.13
H 6.2120 0.4186 -0.0145 0.16
C 5.1100 -0.1738 -1.7528 -0.41
N 4.5066 -1.0081 -1.0706 -0.14
C 3.5124 -1.8396 -2.1389 0.03
C 2.7637 -3.0066 -1.0443 -0.25
C 2.4533 -2.7801 0.1931 -0.33
C 3.5049 -3.1607 1.1649 -0.14
C 4.9203 -2.4513 1.1744 -0.12
H 5.5038 -2.7418 1.8500 0.03
C 5.2515 -2.1690 -0.3785 -0.12
H 5.4036 -3.2208 -0.9171 0.15
H 6.2423 -1.6212 -0.4202 0.10
H 4.7369 -1.4732 1.4390 0.07
H 3.9959 -4.4110 0.8207 0.19
H 3.4034 -3.4822 2.1428 0.06
H 1.6097 -3.3113 0.3344 0.10
H 2.1284 -1.7071 0.4168 0.12
H 1.8543 -3.1225 -1.9008 0.16
H 3.3732 -3.8981 -1.4885 0.12
H 4.1262 -2.1333 -3.0146 0.12
H 2.8119 -1.1614 -2.1159 0.02
H 4.5696 0.2853 -2.3508 0.07
H 6.0815 -0.3315 -2.1067 0.13
H 3.7907 0.6896 0.3501 0.17
H 1.9530 3.8022 0.0191 0.04
H 2.6901 3.0436 1.4353 0.14
H -4.1503 1.7936 -0.7691 0.13
H -6.4449 1.2840 -2.1659 0.17
H -8.2721 -1.8382 -1.6252 0.01
H -8.1615 -0.3139 -2.6989 0.12


64
Properties=species:S:1:pos:R:3:lowdin_charge:R:1 method="wB97M-V/def2-TZVPD" energy_ev=-38529.152 smiles="CCC[NH+](CCC)CCCNc1ccc(C(=O)Nc2cccc(OC)c2)cc1[N+](=O)[O-]" total_charge=+1
C -6.5916 0.0056 -1.3173 -0.08
H -7.6340 -0.0987 -1.0326 0.08
H -6.3760 -0.7224 -2.0947 0.08
C -5.6924 -0.2111 -0.1037 -0.23
C -4.2337 -0.0404 -0.5122 -0.14
H -4.0075 -0.7055 -1.3483 0.14
N -3.2444 -0.3250 0.5643 -0.10
C -3.3688 0.5659 1.7472 -0.13
C -3.2213 2.0530 1.4364 -0.20
C -1.9108 2.3882 0.7346 -0.07
H -1.7792 3.4651 0.6946 0.09
H -1.9098 2.0236 -0.2884 0.05
H -1.0594 1.9701 1.2685 0.08
H -4.0620 2.4111 0.8425 0.11
H -3.2615 2.5767 2.3926 0.13
H -2.5874 0.2794 2.4539 0.13
H -4.3365 0.3775 2.2152 0.13
C -3.2418 -1.7554 0.9793 -0.12
H -3.5526 -2.3618 0.1263 0.14
C -1.8630 -2.2226 1.4436 -0.13
H -1.4557 -1.5384 2.1888 0.11
H -1.9733 -3.1966 1.9200 0.13
C -0.8769 -2.3613 0.2753 -0.16
N -0.7320 -1.1005 -0.4269 0.01
C 0.3355 -0.2438 -0.2953 -0.18
C 1.2433 -0.3346 0.7671 0.01
C 2.2985 0.5420 0.8882 0.01
C 2.4956 1.5631 -0.0449 -0.14
C 1.5953 1.6982 -1.0814 0.08
C 0.5256 0.8136 -1.2163 -0.10
N -0.3821 1.0555 -2.2837 -0.33
O -1.5240 0.5921 -2.1697 0.01
O -0.0210 1.7115 -3.2267 0.14
H 1.6954 2.5071 -1.7900 0.14
C 3.5539 2.6114 0.1450 -0.44
O 3.2691 3.7884 0.0929 0.10
N 4.8009 2.1756 0.4415 0.15
C 5.2964 0.8614 0.3994 -0.25
C 4.8944 -0.0075 -0.6121 0.03
C 5.3568 -1.3174 -0.6228 -0.26
C 6.2443 -1.7415 0.3693 0.00
C 6.6696 -0.8598 1.3400 -0.07
C 6.1996 0.4435 1.3668 -0.03
H 6.5270 1.1307 2.1314 0.11
H 7.3720 -1.1887 2.0896 0.11
H 6.5978 -2.7588 0.3405 0.12
O 4.9997 -2.2480 -1.5437 -0.07
C 4.1835 -1.8595 -2.6217 -0.08
H 4.6509 -1.0706 -3.2179 0.10
H 4.0644 -2.7499 -3.2364 0.10
H 3.1987 -1.5202 -2.2787 0.08
H 4.2454 0.3607 -1.3897 0.11
H 5.4517 2.9013 0.7175 0.17
H 2.9706 0.4445 1.7265 0.14
H 1.1185 -1.1024 1.5129 0.11
H -1.1618 -1.0681 -1.3464 0.12
H 0.0852 -2.7220 0.6451 0.12
H -1.2555 -3.1061 -0.4284 0.13
H -3.9744 -1.8894 1.7771 0.14
H -2.3073 -0.1664 0.1351 0.12
H -4.0654 0.9767 -0.8665 0.13
H -5.9634 0.5132 0.6647 0.11
H -5.8644 -1.2129 0.2924 0.11
H -6.4487 1.0006 -1.7298 0.08


62
Properties=species:S:1:pos:R:3:lowdin_charge:R:1 method="wB97M-V/def2-TZVPD" energy_ev=-36094.585
C -0.0741 5.4689 0.9108 -0.21
H 0.1331 6.6210 1.1392 0.13
C 1.0201 4.6694 0.9617 -0.41
C 0.7578 3.1898 0.5760 -0.11
H 0.1489 3.2248 -0.4834 0.17
H 0.2790 2.7188 1.3560 0.03
C 2.2252 2.1876 0.3304 0.02
C 1.5840 0.9082 -0.1864 -0.10
C 1.4706 0.6533 -1.5237 0.01
C 1.3170 -0.5676 -2.0234 -0.23
C 0.9197 -0.9815 -3.2714 0.03
C 0.6071 -2.1995 -3.9528 -0.36
O 0.3353 -2.1622 -5.1338 0.09
C 1.0420 -3.3823 -2.9076 -0.30
C 1.0485 -3.0312 -1.5644 -0.21
O 1.2050 -4.1068 -0.6940 -0.05
C 1.4527 -1.6126 -1.0965 -0.08
C 1.5082 -1.4541 0.2534 0.09
N 1.4130 -0.1182 0.8570 0.00
C 1.5509 -0.1331 2.2789 -0.13
H 2.2840 -0.5779 2.5539 0.03
H 1.6320 0.8060 2.5495 0.07
C 0.1568 -0.6643 2.8986 -0.02
H 0.4335 -0.8325 3.9652 0.12
C -1.2837 0.3769 2.5548 0.04
O -0.8006 1.5673 3.4397 -0.15
C -1.7075 2.5607 3.3172 -0.47
C -3.2204 1.8929 4.2052 0.04
H -3.4662 1.0651 3.5210 0.05
H -3.7121 2.7615 4.2915 0.00
H -2.9282 1.5057 5.1256 0.03
C -1.3527 3.7217 4.0417 -0.07
H -1.0964 3.4086 5.2314 0.17
H -0.2744 4.0562 3.5956 0.12
H -1.9449 4.5010 4.0572 0.02
H -2.2118 2.6467 2.5238 0.05
H -1.2242 0.7157 1.4620 0.15
H -1.7292 -0.2872 3.0570 0.01
H -0.0671 -1.5971 2.4178 0.07
H 1.3859 -2.4291 1.0075 0.20
C 2.6001 -3.8610 -3.3328 0.05
H 2.7927 -5.0291 -2.7868 0.17
H 2.4373 -4.2022 -4.5604 0.15
H 3.3256 -3.1174 -3.3630 0.03
O 0.0089 -4.4329 -3.3160 0.05
C -1.0762 -3.9082 -2.7011 -0.63
O -1.2275 -2.9848 -2.0726 0.23
C -2.0091 -4.9169 -3.1757 -0.14
C -2.8062 -4.6227 -4.5657 -0.08
H -3.3835 -5.5273 -4.9755 0.09
H -1.9172 -4.5343 -5.2687 0.08
H -3.2298 -3.6582 -4.4886 0.05
H -3.0619 -4.9487 -2.3719 0.19
H -1.5319 -6.0018 -3.2266 0.15
H 1.0860 0.0776 -3.9176 0.18
H 1.7452 1.3885 -1.9366 0.03
H 2.5963 2.2841 1.2009 0.03
H 2.6677 2.6534 -0.4192 0.06
H 1.7357 4.8972 0.1223 0.11
H 1.8449 4.6612 2.0246 0.20
H -0.6450 5.5573 -0.1769 0.15
H -0.7690 5.1356 1.6655 0.04


| no. | strongest force on any atom (hartree/bohr) | LUMO level (Eh) | frontier orbital gap (eV) |
| --- | --- | --- | --- |
| 1 | 0.0111 | 0.025 | 9.387 |
| 2 | 0.3619 | 0.010 | 8.558 |
| 3 | 0.0273 | -0.127 | 7.112 |
| 4 | 0.2452 | -0.010 | 7.326 |